# 1
Entry from the Open Molecules 2025 dataset: the molecule C6H12 (ωB97M-V/def2-TZVPD).

```
18
Properties=species:S:1:pos:R:3:forces:R:3:mulliken_charge:R:1
C -2.296 -0.272 -0.322 -0.01 -0.03 -0.05 -1.195
C -1.172 0.306 0.539 0.04 0.01 0.03 -0.572
C 0.173 0.381 -0.181 0.01 0.05 -0.03 0.443
C 1.351 0.922 0.645 -0.03 0.11 0.08 -0.668
C 2.528 0.350 -0.141 -0.07 0.04 0.19 -0.606
C 0.791 -0.950 -0.627 -0.18 -0.09 0.09 -1.024
H -2.441 0.318 -1.234 0.04 -0.07 0.12 0.314
H -2.078 -1.303 -0.624 -0.02 0.14 0.03 0.303
H -3.248 -0.284 0.220 0.17 0.01 -0.06 0.367
H -1.449 1.316 0.871 0.07 -0.14 -0.06 0.301
H -1.060 -0.294 1.453 0.02 0.06 -0.13 0.309
H 0.067 1.005 -1.078 0.03 -0.05 0.11 0.190
H 1.402 2.017 0.662 -0.05 -0.13 0.01 0.354
H 1.263 0.568 1.683 0.01 0.01 -0.13 0.319
H 3.082 -0.370 0.492 -0.15 0.06 -0.16 0.156
H 1.851 -0.606 -1.007 0.04 -0.19 -0.05 0.242
H 0.852 -1.689 0.177 0.05 0.15 -0.11 0.331
H 0.381 -1.415 -1.530 0.03 0.07 0.11 0.437
```
Positions in Å, forces in eV/Å.

**Spin multiplicity**: 1
**Gap between HOMO and LUMO**: 8.7 eV
**LUMO energy**: 0.5350 eV
**Highest occupied orbital energy**: -8.18 eV
**Net charge**: 0

=====

# 2
Entry from the Open Molecules 2025 dataset: the molecule C6H12 (ωB97M-V/def2-TZVPD).

```
18
Properties=species:S:1:pos:R:3:forces:R:3:mulliken_charge:R:1
C -1.002 1.377 -0.318 0.04 0.04 -0.06 -1.449
C -0.088 0.375 -1.006 -0.29 -0.25 0.13 0.077
C -0.152 -1.078 -0.533 -0.08 0.01 0.02 0.087
C -1.131 -1.572 0.520 0.06 0.09 0.04 -1.454
C 1.080 -0.238 -0.297 0.33 0.32 -0.19 0.031
C 1.672 0.597 0.812 -0.14 -0.30 0.31 -1.330
H -0.592 2.391 -0.376 -0.04 -0.09 0.02 0.367
H -1.200 1.161 0.737 0.15 -0.01 -0.24 0.290
H -1.973 1.381 -0.827 0.13 0.06 0.08 0.339
H 0.160 0.674 -2.015 -0.53 -0.46 -0.40 0.370
H 0.021 -1.845 -1.291 -0.01 0.25 0.09 0.380
H -2.115 -1.789 0.085 0.20 0.10 0.02 0.331
H -1.281 -0.870 1.344 0.07 -0.06 -0.14 0.305
H -0.759 -2.505 0.959 -0.03 0.14 -0.07 0.376
H 1.861 -0.549 -0.987 -0.02 0.14 0.01 0.314
H 0.952 0.911 1.572 0.13 -0.16 -0.01 0.255
H 1.996 1.495 0.284 0.21 0.21 0.29 0.321
H 2.549 0.149 1.284 -0.18 -0.04 0.09 0.390
```
Positions in Å, forces in eV/Å.

**Spin multiplicity**: 1
**Gap between HOMO and LUMO**: 10.5 eV
**LUMO energy**: 1.1226 eV
**Highest occupied orbital energy**: -9.41 eV
**Net charge**: 0
**SMILES string**: C[C@H]1[C@@H](C)[C@H]1C

=====

# 3
Entry from the Open Molecules 2025 dataset: the molecule C6H12 at a distorted geometry (ωB97M-V/def2-TZVPD).

```
18
Properties=species:S:1:pos:R:3:forces:R:3:mulliken_charge:R:1
C 1.838 0.972 -0.575 0.04 0.05 -0.02 -1.159
C 1.302 -0.213 0.227 -0.01 -0.02 0.08 -0.601
C 0.193 -0.923 -0.524 -0.20 0.44 0.06 -0.107
C -0.890 -1.680 0.212 -0.25 0.31 0.19 -0.853
C -1.218 -0.354 -0.433 -0.13 2.25 2.40 0.090
C -1.611 0.938 0.581 0.87 -0.80 0.21 -1.208
H 2.267 0.630 -1.525 -0.05 0.06 0.13 0.333
H 1.033 1.678 -0.815 0.12 -0.12 0.07 0.272
H 2.617 1.512 -0.028 -0.09 -0.07 -0.08 0.357
H 0.922 0.125 1.198 0.12 -0.06 -0.13 0.311
H 2.118 -0.912 0.451 -0.11 0.02 -0.07 0.352
H 0.575 -1.407 -1.436 -0.63 0.40 0.13 0.381
H -0.867 -1.593 1.297 0.12 -0.19 -0.02 0.224
H -1.173 -2.685 -0.122 -0.17 0.65 -0.21 0.292
H -1.956 0.187 -0.960 -0.67 -1.96 -3.18 0.352
H -2.421 0.623 1.255 0.48 -0.09 -0.05 0.346
H -2.007 1.868 0.082 0.57 -1.15 -0.16 0.349
H -0.723 1.233 1.115 0.02 0.27 0.65 0.267
```
Positions in Å, forces in eV/Å.

**Spin multiplicity**: 1
**Gap between HOMO and LUMO**: 11.1 eV
**LUMO energy**: 1.2170 eV
**Highest occupied orbital energy**: -9.88 eV
**Net charge**: 0
**SMILES string**: CC[C@H]1C[C@H]1C

=====

# 4
Entry from the Open Molecules 2025 dataset: the molecule C6H12 (ωB97M-V/def2-TZVPD).

```
18
Properties=species:S:1:pos:R:3:forces:R:3:mulliken_charge:R:1
C 0.059 1.925 1.372 -0.05 -0.02 0.04 -1.429
C 0.630 0.993 0.295 -0.04 0.05 0.04 0.448
C 0.790 -0.529 0.595 0.03 -0.08 0.16 -0.914
C 0.223 -0.870 -0.803 -0.01 -0.06 -0.05 0.453
C -0.770 -2.019 -0.940 -0.04 -0.01 0.03 -1.503
C -0.321 0.573 -0.860 -0.14 0.09 -0.08 -0.927
H -0.509 1.368 2.123 -0.05 0.01 -0.12 0.315
H -0.617 2.664 0.926 0.08 -0.12 0.01 0.312
H 0.824 2.498 1.911 0.00 -0.24 -0.13 0.357
H 1.557 1.451 -0.067 -0.06 -0.31 -0.23 0.351
H 0.073 -0.826 1.371 0.09 0.02 -0.05 0.250
H 1.769 -0.946 0.853 -0.09 0.22 0.00 0.321
H 1.036 -1.010 -1.528 -0.09 0.12 0.16 0.293
H -1.209 -2.058 -1.945 0.11 0.07 0.12 0.349
H -0.305 -2.994 -0.753 0.02 0.17 -0.01 0.351
H -1.597 -1.910 -0.229 0.11 0.04 -0.04 0.352
H -0.277 1.094 -1.822 0.06 0.04 0.20 0.326
H -1.358 0.596 -0.500 0.07 0.01 -0.07 0.297
```
Positions in Å, forces in eV/Å.

**Spin multiplicity**: 1
**Gap between HOMO and LUMO**: 11.7 eV
**LUMO energy**: 1.2560 eV
**Highest occupied orbital energy**: -10.49 eV
**Net charge**: 0
**SMILES string**: C[C@H]1C[C@@H](C)C1

=====

# 5
Entry from the Open Molecules 2025 dataset: the molecule C6H12BNO at a distorted geometry (ωB97M-V/def2-TZVPD).

```
21
Properties=species:S:1:pos:R:3:forces:R:3:mulliken_charge:R:1
B -1.277 -0.963 -1.595 -3.90 -2.64 -0.19 0.695
C 1.345 0.915 -0.760 -0.11 0.66 3.20 -0.829
C 1.401 1.267 0.532 -0.50 -0.68 -0.66 0.684
C 0.389 0.556 1.390 0.09 -1.08 0.13 -0.721
C -0.060 -0.726 0.699 -1.36 -1.39 -0.02 -0.481
C -2.435 -1.968 -0.920 1.68 -0.68 -5.75 -1.048
C 2.283 2.178 1.341 2.48 1.36 -1.92 -1.109
N -0.371 -0.607 -0.661 4.51 2.39 1.85 -0.407
O -1.191 -0.496 -2.876 0.30 -0.02 -0.24 -0.534
H 1.847 1.166 -1.616 1.31 0.76 -1.92 0.513
H 0.681 0.163 2.380 0.67 0.61 -0.19 0.317
H -0.467 1.176 1.630 -0.38 0.27 -0.27 0.315
H 0.717 -1.566 0.821 -0.81 1.22 -0.30 0.206
H -0.959 -1.038 1.233 -0.15 -0.59 0.43 0.359
H -1.969 -2.969 -0.717 -0.67 0.59 -0.65 0.299
H -3.207 -1.912 -1.747 0.18 -1.03 1.34 0.193
H -2.772 -1.642 -0.031 -1.33 1.49 2.98 0.389
H 1.839 3.143 1.659 -0.24 -0.83 0.20 0.269
H 3.183 2.557 0.697 -1.43 -0.83 1.02 0.274
H 2.721 1.605 2.170 -0.26 0.40 0.03 0.308
H -1.698 -0.838 -3.630 -0.06 0.01 0.92 0.307
```
Positions in Å, forces in eV/Å.

**Spin multiplicity**: 3
**Gap between HOMO and LUMO (spin up / spin down)**: 7.0 / 6.6 eV
**LUMO energy (spin up / spin down)**: 0.5455 / -1.8927 eV
**Highest occupied orbital energy (spin up / spin down)**: -6.41 / -8.48 eV
**Net charge**: 0

=====

# 6
Entry from the Open Molecules 2025 dataset: the molecule C6H12BNO2 at a distorted geometry (ωB97M-V/def2-TZVPD).

```
22
Properties=species:S:1:pos:R:3:forces:R:3:mulliken_charge:R:1
B -0.172 1.186 -1.043 0.21 -0.53 0.81 0.747
C 0.963 -0.357 0.124 0.29 2.19 -1.60 -0.898
C -0.944 -0.958 -1.313 0.01 -0.45 0.06 -0.599
C -1.360 0.341 0.702 -0.05 -0.35 0.37 -0.616
C -0.484 -0.806 0.148 -0.38 0.15 -0.11 1.234
C -0.639 -2.078 0.977 0.13 0.22 -0.21 -2.010
C 1.890 2.303 -0.134 -0.08 0.19 0.33 -0.803
N 1.245 1.357 -0.982 -0.39 -2.44 0.44 -0.320
O -0.675 0.265 -1.966 -0.08 0.59 -0.18 -0.473
O -0.969 1.534 0.070 -0.01 0.65 -0.67 -0.542
H 1.371 -0.006 1.060 0.06 0.06 0.17 0.470
H 1.629 -0.965 -0.469 0.10 -0.15 0.04 0.299
H -0.391 -1.748 -1.841 -0.09 0.01 0.17 0.327
H -2.016 -1.188 -1.353 0.10 -0.06 0.03 0.320
H -2.420 0.116 0.512 0.12 -0.03 0.08 0.302
H -1.218 0.473 1.782 -0.02 -0.10 -0.05 0.371
H -1.691 -2.332 1.061 -0.15 -0.12 -0.01 0.431
H -0.247 -1.922 1.980 0.03 -0.04 0.09 0.436
H -0.105 -2.905 0.514 -0.01 -0.10 0.03 0.417
H 1.274 2.659 0.700 0.04 0.03 0.07 0.277
H 2.823 1.882 0.248 0.05 0.16 -0.01 0.324
H 2.137 3.150 -0.777 0.14 0.12 0.14 0.306
```
Positions in Å, forces in eV/Å.

**Spin multiplicity**: 1
**Gap between HOMO and LUMO**: 9.5 eV
**LUMO energy**: 0.4900 eV
**Highest occupied orbital energy**: -8.98 eV
**Net charge**: 0